{"formula": "C28H40Cl8N8O8", "method": "ωB97M-V with the def2-TZVPD basis set", "gap_ev": 8.990, "relative_energy_kj_mol": 0.0, "e_lumo_ev": -0.4, "smiles": "C[N+](=O)[O-].C[N+](=O)[O-].C[N+](=O)[O-].C[N+](=O)[O-].c1ccncc1.c1ccncc1.c1ccncc1.c1ccncc1.ClCCl.ClCCl.ClCCl.ClCCl", "multiplicity": 1, "total_charge": 0, "elements": ["Cl", "Cl", "Cl", "Cl", "Cl", "Cl", "Cl", "Cl", "O", "O", "O", "O", "O", "O", "O", "O", "N", "N", "N", "N", "N", "N", "N", "N", "C", "C", "C", "C", "C", "C", "C", "C", "C", "C", "C", "C", "C", "C", "C", "C", "C", "C", "C", "C", "C", "C", "C", "C", "C", "C", "C", "C", "H", "H", "H", "H", "H", "H", "H", "H", "H", "H", "H", "H", "H", "H", "H", "H", "H", "H", "H", "H", "H", "H", "H", "H", "H", "H", "H", "H", "H", "H", "H", "H", "H", "H", "H", "H", "H", "H", "H", "H"], "xyz": [[2.1375, 2.5332, 2.7264], [1.7973, 1.2383, -6.2605], [-6.3817, 1.8530, -1.5153], [4.2465, 0.9624, 4.0533], [1.7117, -1.7657, -2.4726], [0.3203, 2.4759, -4.0091], [-0.0737, -4.1142, -2.2243], [-3.5900, 1.5115, -2.3151], [-1.7079, -3.4853, 0.0985], [-1.4219, 6.0862, -1.9350], [-1.0255, -0.7747, -3.9320], [-0.8501, 1.1483, 0.9552], [0.5034, -0.4845, 0.5891], [-2.7191, -0.8960, -5.2177], [0.1078, 4.7222, -1.2084], [-2.8547, -1.7782, -0.5825], [4.9161, -2.6321, 3.0883], [-0.5824, -3.3551, 3.1594], [2.9177, 1.5426, -1.4156], [-1.0492, 5.1789, -1.1963], [-2.5900, -2.9611, -0.5680], [-5.5664, 1.6527, 3.6522], [-1.5755, -1.1295, -4.9843], [-0.1710, 0.4310, 0.2366], [3.5096, -1.6655, 0.7720], [-2.0160, 4.6243, -0.1901], [1.6400, 1.3874, -4.5145], [4.3189, 2.8810, 0.0380], [-1.0156, -2.0835, 2.8590], [4.0866, 0.9913, -1.8998], [3.5474, -2.8369, 2.9491], [3.0832, 1.0756, 2.6864], [5.4699, 2.1992, -0.4155], [-0.4285, 0.7119, -1.2287], [0.5157, -2.5100, 5.1494], [-3.5559, -3.8562, -1.2742], [-5.0738, 0.5308, 3.1021], [3.0637, 2.4590, -0.4315], [0.1977, -1.2297, 4.7462], [0.1620, -3.5218, 4.2725], [-0.7860, -1.7452, -6.0527], [5.5548, -1.9693, 2.1153], [-4.3091, 0.5243, 1.9738], [-0.5860, -1.0367, 3.6130], [0.9934, -2.9515, -1.3177], [-5.1301, 0.5825, -2.0447], [5.3712, 1.2527, -1.4065], [-4.3943, 2.9251, 1.9672], [4.8963, -1.5060, 0.9257], [-5.2730, 2.8091, 3.0125], [2.8105, -2.3003, 1.8238], [-3.9886, 1.7121, 1.3895], [3.6492, 1.0263, 1.7562], [-0.4696, -2.7363, -5.7277], [2.4330, 0.2012, 2.7134], [-3.3455, 1.6527, 0.5238], [-4.8867, -0.1505, -1.2756], [0.4809, -0.3861, 5.3582], [0.3963, -4.5660, 4.4175], [-5.6274, 3.6998, 3.5099], [-3.9563, -0.3814, 1.5032], [1.7447, -2.4496, 1.7325], [-3.0423, -4.4640, -2.0192], [1.7826, -3.5037, -0.8074], [-1.8134, 3.5617, -0.3234], [-4.0570, -4.4326, -0.4966], [1.3892, 0.4422, -4.0331], [-4.3081, -3.2467, -1.7750], [-1.2934, -1.8328, -7.0134], [4.3362, 3.6598, 0.7861], [1.1167, -2.6381, 6.0376], [6.4249, 2.5925, -0.0997], [-0.8925, -0.0245, 3.3942], [5.4027, -0.9487, 0.1515], [-1.6636, -1.9919, 1.9998], [-1.6789, 4.9350, 0.7988], [0.3860, -2.3672, -0.6265], [-0.6726, 1.7635, -1.3796], [-5.5152, 0.1008, -2.9434], [3.0628, -3.4507, 3.6939], [-3.0372, 4.9864, -0.3095], [-5.3879, -0.4354, 3.4686], [-4.0975, 3.8736, 1.5446], [3.0217, -1.3183, -0.1268], [6.6037, -1.7404, 2.2331], [2.6336, 1.6427, -4.1462], [2.2235, 3.0414, -0.0834], [3.9264, 0.1781, -2.5922], [0.4864, 0.3211, -1.6741], [-1.2788, 0.1061, -1.5417], [6.2940, 0.9339, -1.8681], [0.0659, -1.0670, -6.1023]], "forces_ev_per_a": [[-0.335, 0.410, 0.171], [-0.219, -0.145, -0.175], [0.847, -1.489, -0.252], [-0.377, 0.039, -0.438], [0.074, -0.719, 0.394], [0.645, 0.073, -0.315], [0.832, 0.490, 0.265], [-0.779, -0.750, -0.300], [-0.770, 0.587, -0.754], [0.152, -1.046, 0.796], [0.024, -0.899, -1.236], [0.537, -0.107, 0.869], [1.118, -0.824, 0.363], [-1.831, -0.026, -0.352], [-1.967, 0.301, 0.280], [0.410, 0.631, -0.111], [-1.708, -0.170, -0.594], [-0.290, 1.309, 0.192], [1.818, -0.098, 0.305], [1.132, 1.345, -0.751], [-0.285, -1.008, 0.977], [0.044, -0.166, -0.967], [0.454, 1.052, 1.371], [-2.957, 1.904, -1.284], [0.959, -0.668, 1.588], [0.877, -0.287, 0.001], [0.025, -0.438, 0.867], [-0.038, -1.572, -0.330], [1.029, -2.405, 0.608], [-1.131, -0.131, 1.342], [1.366, 1.614, -2.336], [0.547, -0.942, -0.009], [-0.827, 1.990, 0.540], [1.033, -1.023, 0.225], [0.484, 0.475, -0.542], [-0.376, 0.070, -0.325], [-1.102, 0.353, 0.502], [1.214, 0.425, -1.112], [-0.447, -0.095, 0.158], [-1.028, -0.484, -1.042], [1.334, -0.248, -0.046], [-1.896, 0.397, -1.158], [0.308, -0.267, -0.717], [-0.062, 1.447, 0.665], [-0.439, 0.115, -0.682], [0.039, 1.557, 0.376], [-0.815, 0.674, -0.483], [-0.078, -1.286, -1.123], [-0.493, -0.268, 1.038], [0.461, -0.243, 1.776], [1.503, -0.834, 0.757], [0.904, 1.149, -0.255], [0.021, 0.203, 0.254], [0.102, 0.160, 0.172], [-0.027, 0.235, 0.260], [0.032, 0.404, -0.133], [-0.424, 0.353, 0.143], [0.071, 0.136, -0.041], [0.337, -0.067, 0.397], [-0.309, 0.124, -0.020], [-0.049, -0.251, 0.171], [-0.137, -0.068, 0.259], [0.141, -0.074, 0.432], [-0.143, 0.058, -0.283], [-0.753, -0.108, 0.460], [0.329, -0.217, -0.129], [-0.094, -0.118, -0.541], [0.294, 0.145, 0.111], [-0.351, 0.354, 0.475], [0.262, 0.024, 0.017], [-0.064, -0.398, 0.035], [0.222, -0.316, 0.171], [-0.032, 0.066, -0.298], [0.439, -0.156, 0.080], [0.065, 0.096, -0.037], [0.287, -0.080, -0.120], [0.047, -0.328, -0.143], [0.504, -0.229, 0.189], [0.336, 0.383, -0.007], [0.009, 0.175, 0.144], [0.296, -0.227, -0.634], [-0.050, 0.069, 0.741], [-0.170, 0.067, 0.069], [-0.155, 0.141, 0.075], [0.144, -0.222, 0.226], [-0.457, 0.703, 0.111], [-0.530, -0.439, -0.153], [0.064, 0.113, -0.449], [-0.262, 0.636, -0.549], [0.072, -0.110, 0.262], [-0.213, -0.646, -0.107], [0.226, -0.366, -0.353]]}